This record from the Open Molecules 2025 dataset describes a molecular structure, C40H111AlO23. The level of theory is the ωB97M-V functional and the def2-TZVPD basis.

Output
- 2S+1 = 1
- electronic energy (eV) = -96967.29313
- orbital gap (eV) = 9.037

Structure (XYZ):
```
175
Properties=species:S:1:pos:R:3:forces:R:3:lowdin_charge:R:1
Al -0.724876 3.717351 4.338242 -0.50 1.11 -6.00 0.29
C 2.191520 4.194387 1.577478 -1.29 1.67 2.29 0.05
C 1.652652 4.037636 3.024566 1.21 -1.40 0.82 -0.60
O 2.175852 3.358353 3.937262 -0.36 0.40 -1.31 0.01
O 0.601241 4.729598 3.291532 -2.76 -0.37 0.87 0.01
H 2.814837 5.095226 1.740020 -0.07 -0.40 -0.86 0.10
H 1.359050 4.366404 0.895036 0.13 0.36 0.16 0.08
H 2.718800 3.365357 1.246289 1.32 -1.42 -0.31 0.05
C -3.340475 5.875559 2.372767 0.68 0.22 0.07 0.01
C -3.296275 4.527820 3.107741 0.92 1.81 -0.86 -0.51
O -3.982492 3.559863 2.827192 1.67 1.11 1.68 0.09
O -2.221042 4.765266 3.983224 -0.10 -3.67 0.64 -0.06
H -3.716523 5.737674 1.372090 -0.48 0.08 -0.23 0.07
H -2.277041 6.274929 2.294920 -1.51 -0.45 0.20 0.11
H -3.956620 6.588812 2.952977 0.29 -0.30 -0.42 0.09
C -1.347382 2.352301 1.536174 -0.16 1.36 0.87 0.05
C -0.815396 1.461015 2.671050 -2.00 -1.31 -3.59 -0.62
O -0.949524 0.268265 2.550838 0.54 -0.65 0.10 0.09
O -0.455750 2.004454 3.751028 0.76 3.24 3.86 0.05
H -1.861851 3.223458 2.020227 0.50 -0.81 -0.72 0.05
H -2.095041 1.777519 1.023388 -0.24 -0.22 -0.27 0.06
H -0.679403 2.789269 0.786494 0.40 -0.44 0.37 0.09
C -2.425530 -4.114053 -6.180527 0.32 -0.51 -0.47 -0.10
C -2.137703 -2.697862 -6.707225 -1.08 0.32 1.21 -0.27
O -3.388278 -2.029444 -7.122357 1.17 -0.55 0.81 -0.11
H -1.560477 -4.485650 -5.598772 -0.35 0.15 -0.27 0.07
H -2.630754 -4.854938 -6.984197 0.11 0.58 0.38 0.08
H -3.297247 -4.124323 -5.516629 0.13 0.16 0.00 0.06
H -1.538261 -2.715510 -7.614702 0.31 0.16 0.33 0.11
H -1.669129 -2.139450 -5.815644 -0.38 -0.38 -1.70 0.11
H -3.882344 -1.980564 -6.294936 -0.24 0.11 -0.26 0.05
C -0.325337 5.276836 8.006702 -1.22 -1.38 -1.10 -0.01
C -0.946700 3.987789 7.222415 -1.18 2.06 2.57 -0.14
O -0.337602 3.734842 5.980058 1.81 -0.39 1.21 0.03
H -1.183331 5.674870 8.558815 0.27 0.16 -0.10 0.08
H 0.006708 6.003967 7.260251 -0.11 -0.02 0.19 0.08
H 0.470102 5.089167 8.733430 -0.07 -0.40 -0.40 0.07
H -2.024136 4.193739 6.970712 1.15 -0.16 0.31 0.15
H -0.897224 3.090562 7.842266 0.03 0.05 -0.19 0.13
H 0.589429 3.452692 6.047308 0.53 -0.02 0.23 0.17
C 1.298976 9.989486 -0.773457 0.46 -0.87 0.83 -0.10
C 0.697762 8.679603 -1.375930 -0.61 1.92 -0.66 -0.24
O 0.177244 9.230642 -2.637955 0.60 -0.64 0.51 -0.13
H 2.081383 10.376963 -1.435929 -0.02 -0.22 -0.05 0.07
H 1.738468 10.012091 0.220071 0.21 -0.75 0.20 0.07
H 0.556689 10.747367 -0.693342 -0.94 0.50 -0.29 0.06
H -0.199921 8.238342 -0.859981 1.25 0.40 -0.23 0.12
H 1.486801 7.963306 -1.625368 -0.31 -0.21 0.41 0.10
H 0.866214 9.893114 -2.801102 -0.64 -0.14 -0.71 0.05
C 1.031125 -6.018471 1.111252 0.34 -0.33 0.64 -0.07
C 2.020617 -5.173029 0.350694 1.20 -0.78 0.45 -0.31
O 2.192464 -5.701256 -0.960183 -0.62 -0.73 -0.90 -0.11
H 1.432787 -7.042102 0.975964 -0.63 0.15 0.39 0.09
H 0.026188 -5.926147 0.679566 0.15 -0.14 0.19 0.07
H 1.011533 -5.787129 2.208494 -0.04 -0.13 -1.00 0.09
H 3.046478 -5.280568 0.803652 -1.08 0.76 0.00 0.13
H 1.680554 -4.151412 0.264227 0.26 0.39 0.06 0.07
H 1.680485 -6.532916 -1.046737 0.46 0.79 0.08 0.10
C 1.882570 -1.843727 1.905723 -0.24 0.27 -1.27 -0.08
C 3.266541 -1.780379 2.489069 1.35 -1.02 -1.39 -0.27
O 3.972654 -3.070099 2.534826 -1.04 0.86 0.18 -0.10
H 1.360604 -0.953999 2.243754 -0.49 -0.01 -0.16 0.07
H 1.391867 -2.719502 2.220891 -0.94 -1.02 1.14 0.04
H 1.743641 -1.978108 0.776821 0.87 0.72 1.36 0.07
H 3.345039 -1.278717 3.435041 -0.50 0.00 0.71 0.08
H 3.841642 -1.145542 1.824880 0.55 0.00 -0.22 0.09
H 3.428725 -3.635482 3.114037 0.26 0.22 -0.16 0.05
C 3.590133 -0.353052 6.870072 0.89 0.21 0.39 -0.08
C 2.788910 0.774861 6.267643 -0.08 0.54 1.23 -0.36
O 2.214577 0.410384 5.051423 -1.13 0.29 -0.41 -0.08
H 4.480240 -0.495006 6.250313 -0.07 -0.29 0.10 0.09
H 3.112984 -1.310357 7.040948 -0.40 0.09 -0.29 0.04
H 3.933136 -0.024089 7.863734 0.05 0.00 -0.29 0.08
H 3.510140 1.583499 6.108430 -0.17 0.27 0.06 0.11
H 2.062539 1.126253 7.070764 0.22 -0.25 -1.00 0.12
H 1.632026 1.131764 4.718748 0.73 -0.65 0.14 0.07
C 3.846925 -1.838496 -1.308874 -0.31 -0.60 0.82 -0.08
C 4.853632 -0.724747 -1.237928 0.48 0.59 0.48 -0.32
O 5.772802 -0.667639 -2.325669 0.94 -1.24 0.90 -0.08
H 3.008658 -1.548791 -0.678564 -0.28 0.04 -0.19 0.04
H 4.184739 -2.769836 -0.854390 0.47 0.00 0.21 0.08
H 3.503335 -2.175024 -2.274121 -0.14 0.62 -0.63 0.06
H 5.403796 -0.779320 -0.266485 -0.28 -0.11 -0.62 0.10
H 4.416343 0.264815 -1.222926 -0.61 0.15 -0.02 0.09
H 6.439603 -1.316513 -2.015288 -0.19 0.59 -1.03 0.10
C 0.082504 -2.553781 -3.562824 0.18 0.54 1.14 -0.06
C 0.892390 -3.350282 -2.559848 1.50 0.72 -1.79 -0.28
O 1.991281 -3.912836 -3.332037 -0.08 0.64 0.66 -0.10
H 0.378137 -1.511347 -3.619733 0.42 0.08 -0.19 0.06
H -0.924838 -2.494068 -3.212308 -1.02 -0.15 0.06 0.06
H 0.134091 -3.011334 -4.529675 -0.04 -0.28 -0.50 0.06
H 0.387984 -4.163114 -2.175861 -1.62 -1.79 0.75 0.07
H 1.191316 -2.778826 -1.678488 0.44 0.35 -0.23 0.08
H 2.418186 -4.558328 -2.758300 0.08 -0.15 0.18 0.05
C -6.042903 1.623595 1.397702 -1.38 -1.78 0.49 -0.09
C -4.816948 0.834706 1.000609 -0.22 -0.22 -1.22 -0.32
O -4.290159 0.081903 2.089739 -0.23 -0.19 -0.58 -0.08
H -6.290875 2.575468 0.922311 0.57 -0.14 0.14 0.08
H -5.980255 1.639310 2.479240 -0.17 0.93 0.27 0.07
H -6.878025 0.932081 1.233829 -0.31 0.37 -0.05 0.07
H -4.120828 1.590721 0.672188 0.82 -0.19 -0.47 0.08
H -5.054014 0.088849 0.187366 0.50 0.89 0.75 0.13
H -3.997360 0.741634 2.710679 0.35 0.23 0.64 0.07
C 6.548963 1.260585 1.571702 -0.26 -0.05 -0.35 -0.09
C 7.966251 1.303835 1.019721 -0.60 0.08 0.15 -0.31
O 8.403418 2.633721 1.217179 0.61 0.26 -1.25 -0.08
H 5.923255 2.005883 1.030285 0.50 -0.43 0.41 0.09
H 6.598320 1.525919 2.617743 -0.22 0.17 0.41 0.07
H 6.045180 0.302433 1.506176 0.07 -0.29 -0.06 0.04
H 7.938092 1.126973 -0.044624 0.14 0.07 -0.42 0.10
H 8.683397 0.578753 1.438012 -0.42 0.11 0.17 0.12
H 8.577327 2.765307 2.134268 0.16 0.11 0.99 0.06
C -3.818205 -6.558310 -2.247692 1.70 -0.81 0.37 -0.09
C -3.406065 -5.321323 -1.437325 -0.74 -0.40 -1.07 -0.35
O -3.233400 -5.744525 -0.110966 0.13 0.43 0.71 -0.08
H -3.020462 -7.356001 -2.052544 -1.10 0.92 -0.33 0.10
H -3.839057 -6.380198 -3.327265 -0.08 0.09 0.17 0.06
H -4.770704 -6.961226 -1.905579 0.00 0.12 -0.02 0.07
H -4.211280 -4.592352 -1.511179 -0.16 0.26 0.10 0.11
H -2.518340 -4.836154 -1.872661 0.09 -0.26 0.22 0.10
H -3.432078 -4.998222 0.477997 0.05 -0.32 -0.17 0.06
C 1.556437 -0.829080 -6.516735 1.02 -0.61 -0.31 -0.08
C 2.813008 -1.396914 -5.891881 0.17 0.53 2.28 -0.34
O 3.581108 -2.194369 -6.740705 0.40 0.41 -0.90 -0.05
H 0.964927 -1.633105 -6.903525 -0.47 -0.48 -0.43 0.06
H 1.737626 -0.090770 -7.308232 -0.01 -0.09 0.37 0.09
H 1.051600 -0.457671 -5.666337 -1.05 1.02 0.57 0.02
H 2.558269 -2.030660 -4.965411 0.05 1.05 -1.20 0.11
H 3.416060 -0.523183 -5.485821 -0.32 -0.94 -0.52 0.12
H 3.588183 -3.052012 -6.348012 0.20 -0.89 0.15 0.07
C 0.097918 -2.821463 5.855215 -0.80 -0.09 0.64 -0.07
C 1.560167 -2.951301 5.566771 0.87 0.53 -0.04 -0.32
O 1.919076 -4.087785 4.775268 -0.08 0.34 0.05 -0.07
H -0.197639 -3.621366 6.554365 -0.12 -0.05 -0.42 0.08
H -0.540619 -2.846798 4.954348 0.32 0.09 0.38 0.08
H -0.112609 -1.906297 6.443050 0.20 -0.20 -0.58 0.08
H 2.120002 -2.950444 6.507713 -0.09 -0.46 0.11 0.09
H 1.954237 -2.075128 5.062001 -0.19 0.10 -0.38 0.08
H 1.240313 -4.745255 4.913099 -0.17 -0.40 0.01 0.07
C -1.583184 -2.474054 0.310234 -0.48 -0.63 0.62 -0.05
C -1.948935 -3.228163 1.589059 1.32 1.43 0.32 -0.33
O -3.230456 -2.921717 2.048874 -1.68 0.35 0.27 -0.09
H -0.557853 -2.623726 0.055819 0.86 -0.30 -0.24 0.04
H -1.691087 -1.428999 0.511201 -0.19 0.78 0.03 0.06
H -2.201549 -2.769561 -0.516867 -0.38 -0.08 -0.51 0.06
H -1.204524 -2.863948 2.337774 -0.23 -0.64 -0.22 0.10
H -1.884321 -4.317708 1.479107 0.06 0.30 0.12 0.09
H -3.468106 -1.961151 2.141379 0.89 -1.00 -0.38 0.08
C -3.209610 2.098690 -4.260613 0.47 -0.05 1.01 -0.08
C -2.509431 0.774938 -3.967061 -0.03 -0.52 -0.62 -0.27
O -1.128535 0.737952 -4.439536 -0.52 0.04 0.60 -0.12
H -2.658367 2.926561 -3.764530 -0.16 -0.24 -0.87 0.09
H -4.181393 2.124457 -3.789130 -0.40 -0.25 0.27 0.06
H -3.424694 2.194674 -5.323530 0.51 0.41 -0.06 0.08
H -3.066272 -0.017200 -4.516039 0.38 0.25 0.37 0.10
H -2.506914 0.491892 -2.890738 0.17 0.40 -0.69 0.12
H -0.955371 1.435861 -5.079003 -0.42 0.00 -0.20 0.09
C 3.050964 1.953484 -3.306700 0.48 0.28 0.79 -0.08
C 1.907208 1.093175 -3.003075 -1.99 0.98 -1.10 -0.31
O 0.770464 1.914651 -2.609914 0.55 -0.67 -0.19 -0.08
H 3.029381 2.715504 -2.543161 0.59 0.31 0.46 0.08
H 2.961366 2.479810 -4.232293 0.15 0.04 -0.82 0.08
H 3.904213 1.297776 -3.212578 0.84 0.41 -0.38 0.07
H 2.165861 0.385331 -2.274487 0.05 -0.94 1.45 0.08
H 1.633802 0.545448 -3.892057 -0.23 -0.45 -0.27 0.08
H 0.112228 1.704287 -3.282631 -0.41 -0.05 0.32 0.02
C -7.710155 -0.785088 -5.562069 -0.92 -0.63 -0.84 -0.09
C -7.651107 -0.679155 -4.072337 0.34 0.46 -0.13 -0.35
O -8.869382 -0.178490 -3.553882 0.56 0.23 0.49 -0.06
H -8.198709 0.096456 -5.946284 0.14 0.59 -0.21 0.07
H -8.429074 -1.592107 -5.846558 0.81 0.19 0.07 0.09
H -6.742083 -0.908878 -6.062714 -0.25 -0.18 0.18 0.07
H -6.897102 0.030061 -3.774030 0.26 0.49 0.11 0.10
H -7.316116 -1.614473 -3.652801 -0.29 -0.61 0.49 0.10
H -9.563584 -0.786648 -3.766207 -0.62 -0.54 -0.17 0.07
```
Positions in Å, forces in eV/Å.